1.
DFT (ωB97M-V/def2-TZVPD) results for C57H72Br12F4NO16 as an isolated structure.

HOMO (eV): -3.738
Kohn-Sham gap (Eh): 0.1444
Lowest unoccupied orbital energy (eV): 0.19

```
! wB97M-V def2-TZVPD RIJCOSX def2/J DEFGRID3
* xyz -1 1
C -0.858 1.142 -0.765
C 0.187 1.120 0.370
C -0.465 1.834 1.587
C -1.588 1.137 2.269
C -1.172 -0.304 2.660
C -0.584 -1.137 1.487
N 0.459 -0.361 0.786
O 1.364 -1.080 -0.055
C -1.752 -1.603 0.587
C -0.063 -2.437 2.162
C 1.463 1.871 -0.056
H -0.642 1.913 -1.506
H -1.920 1.316 -0.593
H -0.860 0.247 -1.386
H -0.921 2.726 1.159
H 0.294 2.222 2.266
H -2.394 1.110 1.537
H -1.942 1.650 3.164
H -2.030 -0.764 3.151
H -0.461 -0.151 3.471
H -2.244 -0.866 -0.047
H -2.530 -2.176 1.092
H -1.221 -2.231 -0.128
H -0.817 -2.905 2.795
H 0.663 -2.043 2.873
H 0.331 -3.150 1.438
H 1.777 1.548 -1.049
H 2.246 1.792 0.699
H 1.279 2.943 -0.117
C -4.908 -6.389 3.294
C -3.685 -5.659 3.883
C -3.872 -4.223 4.060
O -3.160 -3.934 5.240
C -2.807 -5.067 5.849
O -2.275 -5.175 6.939
O -3.296 -6.117 5.161
H -5.291 -5.970 2.363
H -5.793 -6.298 3.924
H -4.718 -7.461 3.240
H -2.783 -5.783 3.285
H -4.913 -3.941 4.220
H -3.450 -3.681 3.214
C 0.814 4.598 -2.499
C 1.665 5.548 -3.402
C 3.137 5.387 -3.093
O 3.563 4.816 -4.270
C 2.653 4.684 -5.172
O 2.903 4.253 -6.272
O 1.457 5.072 -4.723
H -0.197 4.710 -2.893
H 0.799 4.938 -1.464
H 1.123 3.553 -2.519
H 1.437 6.604 -3.255
H 3.305 4.627 -2.330
H 3.723 6.236 -2.741
C 1.652 -4.701 -1.091
C 0.449 -4.191 -1.903
C 0.678 -3.231 -3.012
O 0.140 -3.912 -4.148
C -0.248 -5.099 -3.819
O -0.666 -5.902 -4.662
O -0.197 -5.311 -2.482
H 2.334 -3.914 -0.769
H 2.259 -5.392 -1.676
H 1.409 -5.253 -0.183
H -0.379 -3.813 -1.303
H 1.767 -3.190 -3.007
H 0.177 -2.298 -2.754
C -3.574 4.233 -0.031
C -4.516 3.889 1.177
C -3.868 3.342 2.407
O -3.983 4.383 3.369
C -4.931 5.241 2.994
O -5.592 6.014 3.773
O -5.125 5.103 1.696
H -4.104 4.862 -0.746
H -3.158 3.341 -0.497
H -2.664 4.804 0.155
H -5.341 3.252 0.856
H -2.816 3.302 2.126
H -4.322 2.419 2.767
C 4.710 0.872 2.260
C 3.509 1.159 3.167
C 2.832 -0.144 3.535
O 2.727 0.022 4.963
C 3.264 1.117 5.458
O 3.436 1.381 6.609
O 3.877 1.688 4.411
H 5.113 1.869 2.078
H 4.465 0.330 1.347
H 5.511 0.409 2.837
H 2.833 1.838 2.646
H 3.424 -0.963 3.126
H 1.822 -0.167 3.128
F 1.764 0.778 -8.014
C 0.976 0.771 -6.916
C 1.452 0.457 -5.632
C 0.570 0.318 -4.578
C -0.731 0.666 -4.762
C -1.242 1.123 -5.999
C -0.391 1.089 -7.082
H 2.516 0.457 -5.447
H 0.936 -0.005 -3.615
H -1.385 0.641 -3.903
H -2.248 1.507 -6.086
H -0.628 1.367 -8.098
F 8.156 4.572 -1.955
C 7.005 4.584 -1.203
C 6.290 3.407 -0.926
C 5.022 3.423 -0.341
C 4.467 4.650 0.012
C 5.174 5.831 -0.204
C 6.426 5.789 -0.817
H 6.659 2.525 -1.429
H 4.390 2.588 -0.076
H 3.503 4.680 0.499
H 4.676 6.774 -0.033
H 6.931 6.725 -1.007
F -6.226 -3.360 -5.558
C -5.263 -3.245 -4.599
C -4.557 -2.058 -4.511
C -3.630 -1.948 -3.546
C -3.373 -2.983 -2.654
C -4.016 -4.191 -2.785
C -4.959 -4.344 -3.827
H -4.757 -1.257 -5.208
H -2.999 -1.073 -3.558
H -2.587 -2.957 -1.914
H -3.752 -4.981 -2.097
H -5.509 -5.255 -4.014
F 3.301 -5.894 3.224
C 3.982 -4.975 2.543
C 3.293 -3.897 1.978
C 4.049 -2.900 1.397
C 5.439 -3.106 1.123
C 6.117 -4.180 1.725
C 5.381 -5.106 2.429
H 2.215 -3.852 2.026
H 3.535 -2.088 0.903
H 5.994 -2.498 0.423
H 7.171 -4.191 1.491
H 5.772 -5.989 2.912
C -6.557 0.034 -1.147
Br -7.517 1.403 -2.181
Br -4.600 0.332 -1.359
Br -7.164 -1.811 -1.294
H -6.726 0.252 -0.092
C 0.234 4.308 4.909
Br -0.076 2.437 5.434
Br -0.543 4.874 3.107
Br 2.133 4.783 4.834
H -0.168 5.003 5.646
C -5.823 -1.049 3.677
Br -4.551 -0.031 4.898
Br -6.998 -2.216 4.741
Br -5.079 -1.956 2.052
H -6.435 -0.237 3.284
C 4.104 -0.183 -2.151
Br 3.815 -1.438 -3.695
Br 3.878 1.667 -2.836
Br 5.869 -0.289 -1.442
H 3.359 -0.347 -1.372
*
```



2.
DFT (ωB97M-V/def2-TZVPD) results for a 2-piece molecular cluster, C34H40N2O5 overall.

HOMO (eV): -6.988
Kohn-Sham gap (Eh): 0.2319
Lowest unoccupied orbital energy (eV): -0.68
Energy above the lowest of the compared OMol25 structures with the same formula, charge and spin (eV): 0.000

```
! wB97M-V def2-TZVPD RIJCOSX def2/J DEFGRID3
* xyz 0 1
C 2.059 -3.901 -3.124
C 0.707 -4.203 -2.515
O 0.002 -2.937 -2.379
C -0.915 -2.862 -1.395
C -1.580 -1.515 -1.335
C -0.918 -0.419 -2.072
C -1.775 0.545 -2.863
O 0.308 -0.269 -2.038
C -3.053 -1.662 -1.427
O -3.884 -0.837 -1.027
O -3.416 -2.831 -2.012
C -4.790 -2.939 -2.469
C -5.003 -4.364 -2.911
O -1.153 -3.782 -0.633
H 2.607 -4.829 -3.281
H 1.969 -3.381 -4.081
H 2.637 -3.282 -2.436
H 0.118 -4.882 -3.152
H 0.837 -4.652 -1.517
H -2.790 0.688 -2.448
H -1.251 1.508 -2.932
H -1.862 0.146 -3.890
H -5.477 -2.685 -1.656
H -4.945 -2.239 -3.309
H -6.053 -4.504 -3.161
H -4.424 -4.612 -3.799
H -4.756 -5.059 -2.110
C 7.154 2.055 0.269
N 6.468 0.975 0.944
C 7.294 -0.080 1.483
C 5.112 0.970 1.060
C 4.433 -0.115 1.680
C 3.042 -0.186 1.674
C 2.249 0.849 1.107
C 0.793 0.733 0.986
C 0.210 -0.548 0.871
C -1.152 -0.888 0.844
C -1.673 -2.023 1.604
C -3.044 -2.056 1.951
C -3.527 -3.009 2.843
C -2.678 -3.986 3.366
C -1.332 -4.003 2.981
C -0.835 -3.032 2.116
C -0.009 1.959 0.996
C -1.122 2.101 0.152
C -1.846 3.268 0.072
C -1.455 4.405 0.823
N -2.103 5.594 0.664
C -1.764 6.770 1.440
C -3.124 5.763 -0.354
C -0.354 4.278 1.719
C 0.360 3.091 1.772
C 2.941 1.976 0.593
C 4.322 2.037 0.551
H 7.011 3.023 0.779
H 8.224 1.817 0.260
H 6.816 2.166 -0.772
H 6.921 -1.065 1.192
H 8.301 0.056 1.083
H 7.350 -0.038 2.574
H 5.006 -0.919 2.142
H 2.545 -1.048 2.128
H 0.915 -1.386 0.826
H -1.917 -0.155 0.582
H -3.699 -1.266 1.568
H -4.584 -2.978 3.127
H -3.062 -4.738 4.060
H -0.658 -4.770 3.357
H 0.232 -3.017 1.879
H -1.366 1.291 -0.532
H -2.714 3.318 -0.592
H -1.645 6.519 2.501
H -0.836 7.238 1.085
H -2.585 7.489 1.322
H -2.769 5.415 -1.336
H -4.043 5.207 -0.106
H -3.366 6.829 -0.412
H -0.056 5.121 2.338
H 1.234 3.039 2.413
H 2.376 2.808 0.180
H 4.811 2.905 0.117
*
```



3.
DFT (ωB97M-V/def2-TZVPD) results for C4H10O6S2 as an isolated structure.

HOMO (alpha / beta) (eV): -4.957 / -10.252
Kohn-Sham gap (alpha / beta) (Eh): 0.1992 / 0.3213
Lowest unoccupied orbital energy (alpha / beta) (eV): 0.46 / -1.51

```
! wB97M-V def2-TZVPD RIJCOSX def2/J DEFGRID3
* xyz 0 3
C 0.754 -1.988 -1.356
C -1.556 1.242 1.247
C 2.098 1.498 0.095
C 1.113 0.677 -0.288
O -0.060 -1.332 1.225
O 2.355 -1.478 0.650
O -1.695 -0.278 -0.826
O -3.646 0.261 0.381
O 3.058 1.098 0.975
O 0.274 0.892 -1.298
S 1.027 -1.109 0.225
S -2.124 -0.337 0.596
H 0.896 -3.095 -1.301
H -0.296 -1.993 -1.565
H 1.593 -1.663 -1.939
H -0.621 1.227 1.701
H -1.547 1.896 0.496
H -2.078 1.425 2.151
H 1.953 2.443 -0.310
H -3.976 0.060 -0.495
H 3.147 0.127 0.872
H -0.669 0.425 -1.237
*
```



Number 1: maximum force 5.79 eV Å⁻¹. Number 2: maximum force 2.51 eV Å⁻¹. Number 3: maximum force 11.24 eV Å⁻¹.